# 1
Computed, not measured: 2 unconnected molecules or ions with the total composition C3H11N2O in a non-equilibrium geometry, with ωB97M-V/def2-TZVPD.

Element x y z (Å)
C 1.665 -1.091 1.176
O 1.538 -2.483 0.824
C 0.628 -0.202 0.486
N 0.708 1.195 0.924
H 1.585 -0.944 2.252
H 2.652 -0.748 0.851
H 2.222 -2.907 1.368
H 0.761 -0.279 -0.608
H -0.366 -0.589 0.691
H -0.081 1.480 1.538
H 0.766 1.873 0.165
C -2.317 0.308 -1.340
N -1.697 1.352 -1.811
H -1.961 -0.151 -0.408
H -3.226 -0.074 -1.840
H -2.185 1.841 -2.577
H -0.692 1.420 -1.692

Computed properties:
LUMO	-0.233	Eh
E_HOMO	-13.1	eV
Kohn-Sham gap	0.2479	Eh
total energy	-8308.3207	eV
energy above the lowest of the compared OMol25 structures with the same formula, charge and spin	3.472	eV
total charge	+1

# 2
Computed, not measured: 8 unconnected molecules or ions with the total composition C32H40F24O16 in a non-equilibrium geometry, with ωB97M-V/def2-TZVPD.

Element x y z (Å)
C 27.336 -9.977 13.536
C 28.519 -9.076 13.239
O 29.706 -9.568 13.883
C 30.054 -9.094 15.060
O 29.301 -8.511 15.790
C 31.538 -9.314 15.507
F 31.549 -10.306 16.425
F 32.322 -9.586 14.457
F 31.977 -8.204 16.103
H 27.554 -11.043 13.423
H 26.514 -9.836 12.836
H 27.101 -9.856 14.594
H 28.375 -8.025 13.486
H 28.800 -9.095 12.184
C 30.751 -12.156 12.387
C 31.971 -11.807 11.545
O 31.841 -12.493 10.290
C 32.479 -13.638 10.145
O 32.975 -14.242 11.045
C 32.366 -14.167 8.727
F 31.797 -15.371 8.734
F 31.716 -13.391 7.894
F 33.612 -14.346 8.264
H 30.809 -11.772 13.402
H 30.637 -13.236 12.471
H 29.881 -11.739 11.880
H 32.918 -12.056 12.024
H 32.000 -10.749 11.289
C 36.280 -13.342 11.127
C 37.571 -12.871 11.729
O 37.212 -12.274 12.988
C 38.121 -11.651 13.699
O 39.237 -11.407 13.330
C 37.637 -11.186 15.061
F 36.301 -11.150 15.103
F 38.108 -12.012 16.002
F 38.082 -9.958 15.355
H 35.652 -14.043 11.675
H 36.470 -13.928 10.217
H 35.658 -12.552 10.698
H 38.037 -12.142 11.070
H 38.221 -13.723 11.924
C 39.591 -19.139 24.852
C 39.565 -19.362 23.335
O 38.405 -18.697 22.832
C 38.488 -18.059 21.666
O 39.477 -17.970 21.011
C 37.153 -17.413 21.203
F 36.152 -17.818 21.986
F 37.249 -16.077 21.281
F 36.936 -17.719 19.930
H 40.486 -19.590 25.286
H 38.765 -19.661 25.333
H 39.611 -18.073 25.069
H 39.505 -20.438 23.186
H 40.435 -18.873 22.902
C 43.450 -19.545 16.742
C 42.434 -19.982 15.719
O 41.215 -19.263 15.824
C 40.300 -19.683 16.688
O 40.399 -20.586 17.453
C 38.995 -18.868 16.662
F 38.645 -18.461 17.872
F 39.060 -17.796 15.864
F 38.053 -19.694 16.192
H 43.044 -19.611 17.753
H 43.782 -18.518 16.598
H 44.320 -20.201 16.703
H 42.304 -21.064 15.808
H 42.817 -19.828 14.710
C 33.007 -13.069 15.118
C 33.860 -14.075 14.340
O 34.383 -15.117 15.201
C 35.312 -14.769 16.063
O 35.788 -13.677 16.162
C 35.832 -15.954 16.895
F 35.238 -17.099 16.535
F 37.145 -16.108 16.738
F 35.572 -15.773 18.191
H 32.159 -13.626 15.526
H 32.591 -12.318 14.450
H 33.552 -12.634 15.951
H 34.698 -13.572 13.855
H 33.302 -14.581 13.558
C 28.358 -13.102 17.958
C 28.819 -12.620 16.593
O 29.404 -13.698 15.835
C 28.601 -14.590 15.281
O 27.432 -14.715 15.514
C 29.328 -15.599 14.363
F 28.819 -16.810 14.460
F 29.157 -15.161 13.105
F 30.631 -15.605 14.662
H 28.148 -12.180 18.500
H 29.132 -13.736 18.389
H 27.487 -13.746 17.865
H 29.633 -11.903 16.682
H 28.003 -12.166 16.028
C 39.277 -14.811 14.953
C 40.585 -14.044 14.734
O 41.622 -14.653 15.501
C 42.844 -14.662 15.024
O 43.201 -14.265 13.958
C 43.874 -15.292 16.028
F 44.638 -14.396 16.630
F 43.215 -16.008 16.956
F 44.634 -16.149 15.325
H 39.238 -15.753 14.414
H 38.431 -14.243 14.560
H 39.151 -14.844 16.032
H 40.476 -13.003 15.035
H 40.830 -14.012 13.672

Computed properties:
LUMO	0.009	Eh
E_HOMO	-11.0	eV
Kohn-Sham gap	0.4132	Eh
total energy	-131814.5652	eV
energy above the lowest of the compared OMol25 structures with the same formula, charge and spin	0.851	eV
total charge	0
SMILES	CCOC(=O)C(F)(F)F.CCOC(=O)C(F)(F)F.CCOC(=O)C(F)(F)F.CCOC(=O)C(F)(F)F.CCOC(=O)C(F)(F)F.CCOC(=O)C(F)(F)F.CCOC(=O)C(F)(F)F.CCOC(=O)C(F)(F)F

# 3
Computed, not measured: CH7NOP2 in the gas phase in a non-equilibrium geometry, with ωB97M-V/def2-TZVPD.

Element x y z (Å)
C 0.617 -0.282 -2.098
N 0.701 -0.893 -0.784
O -0.353 -0.441 0.035
P -1.344 0.367 2.628
P 0.112 0.928 1.144
H 1.040 0.723 -2.032
H 1.210 -0.879 -2.788
H -0.412 -0.208 -2.465
H 0.540 -1.898 -0.847
H -0.874 1.333 3.523
H -0.514 -0.623 3.171
H -0.723 1.871 0.513

Computed properties:
LUMO	0.035	Eh
E_HOMO	-8.8	eV
Kohn-Sham gap	0.3570	Eh
total energy	-23263.0971	eV
energy above the lowest of the compared OMol25 structures with the same formula, charge and spin	0.000	eV
total charge	0
SMILES	CNO[PH]#[PH2]

# 4
Computed, not measured: a gas-phase ion, C3H7IN (charge +1) in a non-equilibrium geometry, with ωB97M-V/def2-TZVPD.

Element x y z (Å)
C -0.580 0.062 0.723
C 2.092 1.706 -0.110
C -1.872 -1.729 -0.333
N -1.489 -0.612 0.396
I 1.764 -0.413 -0.040
H -0.432 0.930 1.326
H 1.744 2.074 -1.069
H 3.161 1.865 -0.008
H -2.909 -1.962 -0.087
H -1.806 -1.506 -1.400
H -1.228 -2.581 -0.112
H 1.554 2.165 0.714

Computed properties:
LUMO (spin up / spin down)	-0.168 / -0.331	Eh
E_HOMO (spin up / spin down)	-10.2 / -14.3	eV
Kohn-Sham gap (spin up / spin down)	0.2075 / 0.1950	Eh
total energy	-12801.8526	eV
energy above the lowest of the compared OMol25 structures with the same formula, charge and spin	2.067	eV
total charge	+1
2S+1	3

# 5
Computed, not measured: a molecular structure, C53H45Cl2GeHgN5S2Si in a non-equilibrium geometry, with ωB97M-V/def2-TZVPD.

Element x y z (Å)
Hg 0.105 -0.092 -0.918
S 5.831 -5.503 0.254
C 5.871 -6.903 -0.773
C 4.655 -7.284 -1.282
C 3.619 -6.447 -0.763
C 4.082 -5.476 0.101
C 3.346 -4.504 0.822
C 1.932 -4.518 0.854
N 1.208 -3.801 1.703
C 1.847 -3.019 2.584
C 3.303 -2.898 2.650
C 3.978 -2.096 3.622
C 3.244 -1.376 4.533
C 1.802 -1.383 4.528
C 1.029 -0.652 5.379
C -0.345 -0.803 5.412
C -0.907 -1.826 4.608
N -0.211 -2.574 3.778
C 1.089 -2.277 3.610
C -1.204 0.087 6.119
C -2.516 0.408 5.820
C -3.018 1.476 6.577
C -2.064 2.005 7.381
S -0.582 1.145 7.418
C 4.002 -3.586 1.644
H 6.791 -7.473 -0.903
H 4.510 -8.083 -1.996
H 2.599 -6.448 -1.069
H 1.295 -5.194 0.287
H 5.070 -1.928 3.548
H 3.753 -0.884 5.365
H 1.537 0.105 6.001
H -1.987 -2.041 4.600
H -3.046 -0.062 5.053
H -4.006 1.930 6.389
H -2.231 2.882 8.020
H 5.108 -3.494 1.638
C -4.395 3.256 -2.074
C -3.713 2.359 -3.052
C -4.352 2.119 -4.289
C -3.661 1.345 -5.240
C -2.372 0.986 -4.987
C -1.768 1.147 -3.680
N -2.496 1.874 -2.729
N -0.553 0.716 -3.432
Si 0.803 0.688 -4.631
C 2.448 0.363 -3.773
C 0.908 2.381 -5.508
C 0.602 -0.669 -5.957
H -5.380 3.527 -2.514
H -3.771 4.155 -1.978
H -4.612 2.773 -1.141
H -5.297 2.612 -4.518
H -4.091 1.037 -6.193
H -1.767 0.504 -5.766
H 2.641 1.121 -2.997
H 3.269 0.356 -4.501
H 2.438 -0.589 -3.240
H 0.345 3.122 -4.943
H 0.519 2.453 -6.522
H 1.962 2.761 -5.545
H 1.300 -0.337 -6.791
H -0.390 -0.882 -6.367
H 0.941 -1.594 -5.437
C -5.169 1.774 1.791
C -4.593 0.636 1.212
C -3.207 0.583 0.941
C -2.431 1.714 1.164
C -2.989 2.785 1.844
C -4.375 2.881 2.043
Ge -0.573 1.839 0.530
C 0.573 2.213 2.043
C 1.893 2.533 1.813
C 2.759 2.935 2.831
C 2.310 2.910 4.180
C 0.976 2.584 4.424
C 0.124 2.236 3.359
C -0.441 3.476 -0.596
C 0.698 3.526 -1.394
C 1.116 4.738 -1.978
C 0.360 5.924 -1.777
C -0.790 5.824 -1.031
C -1.243 4.614 -0.525
H -6.241 1.813 1.967
H -5.149 -0.286 1.035
H -2.786 -0.310 0.517
H -2.311 3.547 2.224
H -4.725 3.774 2.497
H 2.285 2.530 0.779
H 3.772 3.246 2.626
H 2.976 3.141 5.026
H 0.571 2.610 5.427
H -0.892 1.966 3.584
H 1.308 2.603 -1.583
H 2.030 4.793 -2.550
H 0.679 6.876 -2.166
H -1.376 6.721 -0.883
H -2.242 4.551 -0.045
Cl 2.695 -3.146 -3.410
C 1.083 -3.617 -3.101
C 0.617 -4.678 -3.821
C -0.621 -5.257 -3.552
C -1.466 -4.599 -2.643
C -1.070 -3.372 -2.049
Cl -2.224 -2.600 -1.027
C 0.295 -2.845 -2.149
N 0.849 -1.964 -1.413
H 1.300 -5.143 -4.534
H -0.915 -6.161 -4.042
H -2.485 -4.915 -2.380

Computed properties:
LUMO	0.118	Eh
E_HOMO	-0.6	eV
Kohn-Sham gap	0.1385	Eh
total energy	-178425.9864	eV
energy above the lowest of the compared OMol25 structures with the same formula, charge and spin	0.797	eV
total charge	-2

# 6
Computed, not measured: CHN3O in the gas phase in a non-equilibrium geometry, with ωB97M-V/def2-TZVPD.

Element x y z (Å)
C 0.434 0.179 -0.606
H 0.991 0.552 -1.420
N -0.234 -0.963 -0.492
N -0.821 -0.902 0.768
N -0.585 0.158 1.320
O 0.215 0.976 0.430

Computed properties:
LUMO	0.017	Eh
E_HOMO	-11.9	eV
Kohn-Sham gap	0.4526	Eh
total energy	-7568.3954	eV
energy above the lowest of the compared OMol25 structures with the same formula, charge and spin	3.378	eV
total charge	0
SMILES	c1nnno1